No. 1
DFT (ωB97M-V/def2-TZVPD) results for a structure of composition C29H46Br6O15S.

Geometry as XYZ:
```
97
Properties=species:S:1:pos:R:3:forces:R:3
H 1.4045 -4.8458 0.1273 0.2 -0.4 -0.7
Br -0.3337 0.5685 6.1523 0.4 -0.6 0.1
Br 2.3441 -4.9186 -3.9345 -0.1 -0.3 0.1
O -2.5254 2.3334 -2.6971 -0.3 -0.4 0.2
H 3.1281 3.1767 1.0229 0.7 1.7 -0.4
H 0.5081 -0.3742 -1.5807 0.1 0.4 -0.5
H -0.6201 1.0345 -1.9424 0.0 -0.6 0.5
O 2.6589 1.3305 -2.3089 -0.4 0.3 -0.1
O 5.9087 3.4968 -2.2851 0.1 0.2 -0.6
H 2.1979 -0.0434 -0.4184 0.4 -0.2 0.3
H 3.3387 3.4996 -3.9901 -0.2 0.1 0.5
C 1.1622 3.8128 -4.4120 1.5 0.4 0.2
C -4.9188 -4.3864 1.9813 1.1 -0.7 0.0
H -2.3951 -3.7356 -0.0433 -0.1 0.3 0.2
O 0.6515 2.1092 -2.8770 -1.0 0.1 -0.2
Br 2.4040 -1.8506 -4.4427 -0.8 -0.2 0.3
H 1.4208 4.7076 -3.8379 -0.9 0.3 -0.2
O 1.4285 -6.8436 0.6782 0.8 -0.4 -0.7
H -1.6343 -0.8442 -2.9202 0.4 -0.4 -0.1
H 1.2730 -0.8457 4.7896 -0.1 0.3 0.0
H -2.9272 -5.3245 -0.2255 -0.7 -0.4 0.4
H 0.5899 -6.0856 3.6321 -0.1 -0.5 -0.2
C -5.4140 -3.9615 0.6222 -1.7 0.1 0.6
O -4.4220 -3.8477 -0.2532 0.5 -0.3 -0.6
O 0.5470 -1.8186 0.5816 -0.7 -0.4 0.2
C 1.5522 5.3207 4.0557 -0.9 -0.1 -0.2
O -0.6394 0.3026 -0.0184 0.6 -0.1 1.8
H -0.1448 2.6923 3.5906 0.1 -0.7 0.1
C 2.3936 2.9787 -4.1111 0.4 -1.6 -0.9
H 4.2067 4.6774 1.0963 -0.4 0.1 0.2
H 2.5801 5.4460 -0.5880 0.2 0.1 0.0
H 0.9822 6.1991 3.7484 -0.2 -0.2 -0.2
C -0.4725 0.0797 -1.4450 -1.6 -2.0 0.8
H -0.6431 2.5207 -4.5082 0.3 -0.4 0.0
H -2.5830 -0.7696 -1.5942 0.6 -0.2 1.2
C -5.8954 2.1674 -3.3936 0.7 -0.8 1.0
H 2.6660 -5.3176 2.7499 -0.2 0.0 0.3
H 4.5599 2.0537 -0.4203 -0.2 -0.2 0.5
C 3.7268 3.9146 0.4885 0.8 -1.1 -0.9
H 2.6798 0.2339 1.3335 -0.1 -0.4 0.0
C 1.9323 0.3621 0.5576 -0.6 0.0 -1.0
H 2.1371 3.8049 -0.9370 0.2 -0.2 -0.5
C 0.6189 -1.0429 5.6285 -0.5 -0.6 0.0
C 1.9665 2.0552 -2.9831 1.6 0.5 -0.5
O -6.5698 -3.7996 0.3263 0.4 0.2 -0.1
C -5.5728 0.6417 -3.3551 -0.3 0.7 1.3
O -0.4225 -7.7631 1.5508 0.6 -0.1 -0.1
H -1.2353 -2.0103 -1.6901 -0.1 0.0 0.5
H -6.4912 2.4897 -2.5423 -0.6 -0.3 -0.3
H 1.0966 4.0717 -5.4658 -0.3 0.0 0.1
C 5.0266 3.6919 -1.5101 0.3 0.0 1.1
H 1.5822 -4.0035 2.2092 0.5 0.1 -0.1
O 2.0792 4.6527 2.9100 0.1 0.6 -0.4
C 1.8260 -3.2345 -3.1700 1.0 0.1 -0.4
H -5.4872 0.1860 -4.3357 -0.3 0.0 0.0
H 5.6652 3.0476 0.5835 0.6 -0.1 -0.7
H -0.3629 -5.1776 2.5279 -0.1 0.0 -0.4
O 0.0604 -0.1032 2.3331 -0.7 -0.2 -0.4
H -6.3550 2.4164 -4.3451 0.4 0.7 0.0
H -0.5852 3.6869 -3.1956 -0.3 -0.2 -0.1
C 2.0285 -5.5406 0.6936 -1.7 1.5 1.9
O 3.9599 4.5040 -1.7764 -0.1 -0.3 -0.3
H 2.6280 2.2552 -4.9067 -0.2 0.0 -0.1
H -2.9464 -3.4344 2.1349 -0.1 -0.1 0.4
O -4.6377 2.8312 -3.0913 -0.5 0.6 -1.4
C 0.4565 -6.9440 1.6050 -1.3 0.0 0.2
C -3.2058 -4.3961 0.2775 0.8 0.9 -0.3
C 0.0165 3.0212 -3.8066 0.4 1.2 0.6
C -1.5395 -0.9776 -1.8269 0.5 1.0 -2.2
H 3.0682 -5.4064 0.4193 0.0 -1.0 -0.3
C 4.8447 3.0684 -0.1268 -0.5 0.7 -0.7
C 0.5286 -5.7989 2.5826 0.7 0.0 0.5
C 2.9935 4.4444 -0.7078 0.0 0.6 0.1
C -4.2519 0.5867 -2.6096 1.2 0.2 -0.9
C 1.7475 3.3623 2.8675 1.2 -0.9 0.5
H -5.3077 -5.3952 2.1375 0.1 -0.1 0.0
C 1.7835 -5.0752 2.1576 0.5 0.8 -0.3
H -4.3008 0.2979 -1.5615 -0.1 0.2 0.0
H 2.3718 5.7103 4.6587 0.2 -0.3 -0.1
H 1.3920 2.1397 4.4714 -0.5 -0.3 0.1
C -3.3857 -4.3752 1.8048 0.1 -0.2 -0.7
H 1.8198 1.4292 0.3671 -0.4 -0.3 0.3
C 0.7454 4.2257 4.8107 0.4 1.0 1.1
H 0.7728 -3.3103 -2.9320 -0.1 0.5 -0.5
H -3.4493 0.0093 -3.0763 -0.8 -0.5 0.0
C -3.6705 1.9699 -2.7882 0.1 0.4 0.6
O 2.3409 2.5979 2.1471 -2.0 -1.0 1.8
C 0.8374 2.9332 3.9863 0.4 1.9 0.0
S 0.3816 -0.4509 0.9780 1.6 1.8 -0.7
Br -0.6766 -2.3689 4.9683 0.5 0.4 0.3
H -2.8353 -5.2273 2.1953 -0.2 0.1 0.5
Br 1.7251 -1.8187 7.0384 -0.4 0.4 -0.4
H -0.2791 4.4964 5.0604 0.0 0.2 -0.4
H -6.3345 0.2113 -2.7078 -0.2 -0.6 -0.6
H 1.2716 4.2858 5.7663 -0.3 -1.2 0.2
H -5.2838 -3.8086 2.8250 -0.1 0.3 -0.3
Br 2.7371 -2.8669 -1.5348 0.2 0.0 0.3
```
Positions in Å, forces in eV/Å.

Its multiplicity is 1. The charge is 0. The calculation puts the highest occupied orbital energy at -0.340 hartree.

No. 2
DFT (ωB97M-V/def2-TZVPD) results for a structure of composition C29H46BrN3OsP2S.

Geometry as XYZ:
```
83
Properties=species:S:1:pos:R:3:forces:R:3
C 3.2368 0.6126 -3.4357 -0.8 0.7 -0.3
C 4.6228 0.4553 -4.0291 0.8 -0.2 0.1
H -1.6127 -2.5162 1.3777 -0.2 0.3 -0.3
H -6.9902 -2.3642 2.3343 -0.2 0.4 0.4
H -1.3677 -2.1107 -4.8197 0.0 0.2 0.3
C 3.7474 2.2335 -0.7870 -0.7 -0.2 0.1
C 0.8054 0.8241 2.5522 -0.3 1.0 1.5
C 4.1494 -0.6591 -0.9324 -0.9 -0.7 0.2
H -4.6437 -1.4120 5.6352 0.1 -0.1 -0.5
Os 0.5855 0.8018 -0.8130 6.3 -5.6 -0.1
C 5.6349 -0.3883 -0.7578 0.6 0.5 -0.1
H 0.2487 -1.3384 5.0063 0.1 0.0 -0.3
H -1.8534 1.4034 -3.5466 -0.4 0.0 0.2
C -1.9668 1.5079 -2.4701 -1.4 -0.2 0.3
H -6.1428 -0.3973 1.0434 -0.1 -0.2 0.2
H 5.6977 2.4680 -1.7316 -0.2 0.1 0.0
C -2.1957 -1.7096 0.9077 0.0 0.0 0.2
C -1.4611 -1.5838 -3.8600 -0.2 0.1 0.0
H 5.0566 -0.5354 -3.8537 -0.1 0.2 0.0
C -0.2826 -1.9786 -2.9644 0.4 0.3 -0.1
C -0.8405 1.4858 -1.6915 -1.0 2.3 -1.5
C -3.1013 1.7570 -0.3287 0.9 0.6 0.9
H 0.6866 -2.2126 0.8027 -0.3 -0.5 -0.6
H 0.6599 -1.6012 -3.3961 -0.3 -0.2 0.1
H 5.3193 1.2074 -3.6468 -0.1 -0.2 -0.1
N 0.7166 2.1717 2.6925 -0.2 -0.7 -0.1
C -4.2044 1.4191 0.5076 -1.6 0.6 1.2
N -5.8404 -1.9556 4.0183 1.9 0.7 0.7
C -6.2529 -1.6902 2.7800 -0.5 -0.1 -0.4
H -2.3759 -2.6281 -1.0643 0.3 0.3 0.0
H 2.6855 -2.6576 -0.2826 -0.3 -0.2 -0.1
H -0.5992 1.0533 5.4710 0.1 0.1 0.1
H 1.9067 -3.0367 -1.8353 0.1 -0.2 0.2
C -5.7804 -0.5892 2.0498 1.4 0.4 0.2
H -2.4298 -1.8755 -3.4338 0.2 0.1 -0.1
H 3.9924 -1.5171 -1.5982 0.0 0.1 0.2
H -2.0054 2.7071 1.3059 -0.1 0.0 -0.3
C 0.5165 -2.6698 -0.1908 0.1 0.5 0.5
C -3.1514 1.4752 -1.7271 0.8 0.1 -0.5
H -4.0956 1.1528 -2.1896 0.4 0.4 0.2
H 4.5704 0.5939 -5.1146 -0.1 0.0 0.2
H -3.2479 -1.8756 1.1726 0.2 0.0 -0.1
H -1.4756 -0.5060 -4.0672 0.0 -0.4 0.0
H 5.8156 0.4359 -0.0626 0.1 -0.1 -0.1
H 4.3467 3.1060 -2.6919 0.0 0.0 0.1
C 4.7280 2.9745 -1.6755 0.5 0.4 -0.2
C 1.8359 -3.1659 -0.7487 0.4 -0.4 -0.1
H -2.6862 -0.8764 -1.0491 0.1 -0.4 0.2
C -4.9545 -1.1541 4.6155 -2.1 -1.4 0.7
H -0.0864 3.4748 4.2144 0.0 0.3 0.1
N 0.3215 0.2772 3.6894 0.0 0.4 -0.9
H 2.5797 -0.2167 -3.7446 0.1 0.1 0.2
H 0.0255 2.9038 -0.0895 -0.4 -0.1 -0.1
P -0.3211 -1.3742 -1.2132 -0.7 -1.8 0.4
H 4.8997 3.9793 -1.2769 0.0 -0.2 0.0
C -1.9551 2.2373 0.3259 0.0 -0.9 -0.6
S 1.4732 -0.0774 1.2839 0.6 0.3 -0.6
H 2.8635 2.8611 -0.5940 0.4 -0.1 0.0
C -4.1359 1.2900 1.8776 -0.1 0.4 -0.3
P 3.1146 0.6914 -1.5961 0.7 0.4 -0.1
C -2.0553 -1.6708 -0.6175 0.0 0.7 -0.2
H 1.1904 -1.6229 3.5030 -0.3 0.1 0.3
C 0.2812 -1.1701 3.9251 -0.1 -0.3 0.1
H 6.1426 -0.1706 -1.7030 -0.1 0.0 0.2
H -0.1999 -3.4874 -0.0301 0.0 0.2 -0.4
C 0.1085 2.4696 3.9050 0.1 -0.3 -0.2
H 1.0932 2.8214 2.0030 -0.1 -0.1 0.6
C -4.4457 -0.0166 3.9803 0.0 1.0 -0.5
H 2.7451 1.5383 -3.8117 0.8 -1.1 0.1
H -1.8949 -0.7561 1.3657 0.0 -0.1 -0.1
H 6.1130 -1.2794 -0.3347 -0.2 0.1 -0.1
C -4.8175 0.2623 2.6371 -1.6 -0.5 -0.9
H 3.7130 -0.9051 0.0460 0.2 -0.1 -0.2
H -5.1726 1.3465 0.0073 0.2 -1.1 0.0
C -0.6994 2.0778 -0.2782 -3.0 4.1 0.6
Br 1.1991 2.7747 -2.6811 -1.3 0.6 0.5
H 4.1719 1.9669 0.1933 -0.1 -0.1 -0.3
H -0.6056 -1.6163 3.4437 0.4 0.2 0.2
H -0.1926 -3.0773 -2.9113 0.0 0.3 0.2
H -3.7514 0.6306 4.5133 0.1 -0.2 -0.2
H -3.5045 1.9422 2.4883 0.6 -0.6 -0.4
H 1.9435 -4.2334 -0.5180 0.1 0.3 -0.2
C -0.1484 1.2879 4.5209 0.3 -0.2 -0.4
```
Positions in Å, forces in eV/Å.

Its multiplicity is 5. As for the expectation value of S²: 6.069. The charge is +4. The calculation puts the highest occupied orbital energy (alpha / beta) at -0.700 / -0.700 hartree.

ΔE to the lowest compared entry with this formula, charge and spin / kJ/mol: 308.0, 329.2
Total energy / eV: -492618.949, -137166.031